Below is C10H20O2Si as an isolated structure at a distorted geometry, with properties calculated with ωB97M-V/def2-TZVPD.

Results
HOMO-LUMO gap: 0.3364 hartree
spin multiplicity: 1
E_HOMO: -8.53 eV
relative energy (zero: lowest compared OMol25 entry of this formula, charge and spin): 222.6 kJ/mol
F_max: 0.084 hartree/bohr
calculated total energy: -22664.1227 eV

Atoms and positions in Å:
1 Si 0.05 0.54 -0.84
2 O -1.89 -1.65 0.33
3 O -3.75 0.87 -0.04
4 C -1.62 -0.33 0.59
5 C 2.48 0.15 0.59
6 C 0.53 2.34 -0.69
7 C -2.38 1.13 2.11
8 C -1.35 -0.07 2.13
9 C 1.18 -1.99 0.35
10 C -1.04 0.01 -2.41
11 C 2.41 -1.03 -1.63
12 C 1.61 -0.64 -0.42
13 C -2.81 0.65 0.70
14 H -1.82 0.76 -2.49
15 H -3.22 1.08 2.74
16 H -2.72 -1.94 0.67
17 H 0.39 -2.52 -0.26
18 H 1.60 2.39 -0.62
19 H -0.01 3.07 -1.27
20 H -0.02 2.56 0.24
21 H -0.60 0.20 -3.38
22 H 0.71 -1.71 1.32
23 H 1.78 -1.47 -2.29
24 H -1.92 2.11 2.13
25 H 2.95 1.01 0.00
26 H 1.87 0.72 1.24
27 H 3.26 -1.63 -1.38
28 H 2.16 -2.46 0.48
29 H -1.56 -0.96 -2.30
30 H -1.54 -0.83 2.86
31 H -0.39 0.35 2.46
32 H 2.99 -0.54 1.18
33 H 2.68 -0.16 -2.13


Below is a 11-piece molecular cluster, C22H66O11S11 overall at a distorted geometry, with properties calculated with ωB97M-V/def2-TZVPD.

Results
HOMO-LUMO gap: 0.2758 hartree
spin multiplicity: 1
E_HOMO: -7.61 eV
relative energy (zero: lowest compared OMol25 entry of this formula, charge and spin): 1574.2 kJ/mol
F_max: 0.196 hartree/bohr
calculated total energy: -165570.0543 eV

Atoms and positions in Å:
1 S 16.53 29.27 21.87
2 S 5.44 33.32 26.98
3 S 13.22 34.65 20.25
4 S 7.23 29.87 24.27
5 S 10.61 31.79 25.81
6 S 11.63 26.43 27.47
7 S 14.53 33.13 28.58
8 S 8.09 26.18 24.68
9 S 12.84 27.59 21.41
10 S 11.52 30.81 29.03
11 S 14.70 28.66 26.77
12 O 12.03 26.55 20.65
13 O 16.13 33.08 28.65
14 O 14.55 35.37 20.54
15 O 6.36 28.81 23.76
16 O 9.19 32.33 25.38
17 O 15.34 28.81 21.03
18 O 11.64 27.91 27.92
19 O 5.37 31.97 27.74
20 O 11.50 32.31 28.78
21 O 9.20 27.08 25.24
22 O 13.90 29.81 26.12
23 C 17.06 27.78 22.84
24 C 9.89 30.52 29.66
25 C 13.07 25.47 28.01
26 C 10.44 25.70 28.59
27 C 14.04 34.86 28.96
28 C 6.77 34.39 27.41
29 C 14.66 29.11 28.54
30 C 12.01 35.12 21.45
31 C 11.92 29.12 21.30
32 C 15.99 30.22 23.31
33 C 7.01 29.99 25.98
34 C 14.32 33.35 26.80
35 C 10.43 30.00 25.72
36 C 4.03 34.11 27.66
37 C 13.40 32.98 20.91
38 C 12.41 30.82 30.67
39 C 7.37 25.24 25.99
40 C 16.46 29.06 26.55
41 C 11.72 31.82 24.39
42 C 6.44 31.34 23.73
43 C 12.32 27.35 23.14
44 C 9.05 25.00 23.71
45 H 14.90 35.45 28.85
46 H 14.05 33.10 21.83
47 H 13.27 25.57 29.02
48 H 11.32 34.35 21.18
49 H 15.36 28.49 29.11
50 H 10.03 25.29 23.74
51 H 11.78 31.58 31.31
52 H 9.36 31.10 28.88
53 H 8.83 25.14 22.68
54 H 5.53 31.25 24.24
55 H 16.86 30.54 24.01
56 H 9.08 24.00 24.08
57 H 12.46 35.20 22.37
58 H 12.56 31.06 24.29
59 H 10.52 24.62 28.36
60 H 17.40 27.01 22.25
61 H 3.14 33.65 28.19
62 H 9.96 29.53 29.62
63 H 17.98 28.00 23.51
64 H 11.19 27.61 23.44
65 H 12.76 27.92 23.84
66 H 9.54 25.80 28.33
67 H 14.88 32.64 26.27
68 H 6.08 29.98 26.20
69 H 12.50 26.44 23.54
70 H 6.69 35.47 26.82
71 H 7.27 32.17 24.10
72 H 16.15 27.58 23.47
73 H 4.46 34.45 28.64
74 H 15.10 30.15 28.32
75 H 13.22 35.15 28.40
76 H 11.21 31.82 23.62
77 H 7.36 31.01 26.26
78 H 6.75 34.84 28.53
79 H 6.75 24.36 25.73
80 H 6.25 31.26 22.80
81 H 9.61 29.95 26.38
82 H 16.86 29.96 26.72
83 H 13.27 31.07 30.30
84 H 12.04 29.75 21.96
85 H 14.73 34.23 26.39
86 H 6.63 25.88 26.31
87 H 10.88 26.03 29.55
88 H 11.53 36.09 21.16
89 H 13.25 33.26 26.74
90 H 15.10 29.90 23.95
91 H 14.18 32.32 20.60
92 H 10.88 29.14 20.89
93 H 14.04 25.74 27.48
94 H 10.11 29.58 24.54
95 H 7.14 29.16 26.69
96 H 13.88 34.75 29.90
97 H 12.15 32.77 24.15
98 H 12.33 29.96 31.26
99 H 3.70 34.93 26.95
100 H 9.50 30.90 30.65
101 H 7.69 34.18 27.10
102 H 13.74 29.17 28.84
103 H 16.52 28.60 25.49
104 H 13.14 24.48 27.54
105 H 12.68 32.29 21.15
106 H 11.23 29.70 26.18
107 H 16.88 28.31 27.33
108 H 8.04 25.15 26.73
109 H 12.42 29.75 20.51
110 H 15.58 31.17 22.93


Question: Which value of F_max does entry 2 give?
Answer: 0.196 hartree/bohr


Question: Which formula does entry 1 have?
Answer: C10H20O2Si